18
Properties=species:S:1:pos:R:3:forces:R:3:lowdin_charge:R:1 method="wB97M-V/def2-TZVPD" homo_energy_ev="-5.44 / -9.68" homo_lumo_gap_ev="6.491 / 7.707" multiplicity=3
C -1.687 0.538 -0.262 -0.979 -4.718 0.107 -0.0799
C -0.790 -0.619 -0.332 -5.181 3.940 -0.278 -0.0387
C -1.234 1.714 0.271 -0.355 2.383 0.482 -0.0886
C 0.499 -0.440 0.153 3.155 -3.821 1.247 -0.1537
C 0.147 2.066 0.287 2.057 -1.874 -0.567 -0.0960
C 0.979 1.779 -0.977 0.821 1.703 -0.445 -0.1266
C 1.141 0.820 0.156 -2.316 1.872 0.349 -0.3847
C 1.401 -1.766 0.391 -0.469 3.435 -2.214 0.0072
F 2.042 2.616 -1.264 -0.276 -0.245 0.407 0.0207
F 2.206 0.833 0.938 1.764 0.799 0.405 0.1096
H -2.842 0.523 -0.271 2.042 -0.776 -0.607 0.1287
H -1.151 -1.602 -0.436 -0.593 -0.866 -0.544 0.0865
H -1.934 2.505 0.570 0.151 -0.411 -0.315 0.1131
H 0.444 2.855 0.925 0.719 0.603 0.392 0.1416
H 0.447 1.618 -1.906 -0.149 -0.747 0.160 0.1617
H 1.212 -2.335 1.252 -0.625 -0.514 1.326 0.0491
H 2.417 -1.345 0.449 -0.168 -0.826 -0.173 0.0724
H 1.227 -2.392 -0.499 0.403 0.063 0.268 0.0778

***

21
Properties=species:S:1:pos:R:3:forces:R:3:lowdin_charge:R:1 method="wB97M-V/def2-TZVPD" homo_energy_ev=-12.26 homo_lumo_gap_ev=6.847 multiplicity=1 total_charge=+1 smiles="FC(F)=C(F)CCc1cc[nH+]nc1"
F 0.841 -0.635 2.500 -0.644 -3.324 -0.822 0.0501
C 0.342 -1.688 1.693 -0.996 0.785 0.557 -0.1541
F 1.236 -2.707 1.409 -1.481 3.211 -0.148 0.1021
C -1.011 -1.617 1.311 0.653 -0.942 0.302 -0.1385
F -1.970 -1.560 2.365 1.874 1.404 -2.171 0.0215
C -1.596 -1.635 -0.155 0.113 -1.519 0.577 -0.1154
C -0.661 -0.968 -1.260 0.030 0.203 0.041 -0.1317
C 0.059 0.367 -0.812 2.382 1.725 -0.005 -0.0854
C 1.471 0.749 -1.245 -3.563 2.079 3.125 0.0981
C 1.869 2.057 -0.612 -0.370 -2.081 -1.135 0.0319
N 1.045 2.782 0.228 2.398 0.185 -1.000 0.0015
N -0.195 2.557 0.619 0.035 -3.917 -2.347 0.1274
C -0.634 1.365 0.083 -0.813 -0.556 -0.002 -0.0038
H -2.633 -1.177 -0.147 1.295 -0.470 0.262 0.1337
H -1.737 -2.734 -0.461 -0.003 1.606 0.236 0.1414
H -1.322 -0.741 -2.173 1.031 -0.232 1.260 0.1480
H 0.109 -1.744 -1.596 -0.858 1.326 0.475 0.1369
H 2.133 0.125 -1.906 -0.776 0.949 0.864 0.1364
H 2.909 2.460 -0.843 -1.702 -0.280 0.676 0.1576
H 1.450 3.650 0.627 -0.362 -0.741 -0.391 0.1919
H -1.707 1.092 0.375 1.755 0.588 -0.353 0.1504

***

23
Properties=species:S:1:pos:R:3:forces:R:3:lowdin_charge:R:1 method="wB97M-V/def2-TZVPD" homo_energy_ev=-9.93 homo_lumo_gap_ev=8.990 multiplicity=1 smiles="C[C@](F)([N+](=O)[O-])S(=O)(=O)c1ccccc1"
C 1.986 2.739 0.097 -1.976 0.509 0.013 0.0070
C 1.989 1.238 0.192 -2.429 3.483 3.327 -0.4507
F 2.947 0.746 0.895 1.185 -1.213 0.609 0.1690
N 1.467 0.479 -0.801 0.037 -1.683 -3.480 -0.4130
O 0.695 1.053 -1.585 0.664 -0.851 0.255 0.0796
O 1.719 -0.721 -0.762 -0.115 0.365 -0.627 0.1066
S 0.058 0.919 1.214 0.060 0.001 -1.425 0.8006
O 0.359 0.623 2.559 0.640 -0.440 1.683 -0.2688
O -0.682 2.091 0.851 -0.305 0.268 0.066 -0.2992
C -0.731 -0.480 0.427 -0.407 -0.601 -0.087 -0.2899
C -0.395 -1.782 0.762 -0.623 0.222 -0.821 -0.0545
C -1.059 -2.848 0.139 -0.914 2.811 -0.321 -0.0456
C -2.094 -2.620 -0.793 0.600 0.656 0.147 -0.0225
C -2.362 -1.279 -1.173 0.739 0.041 1.740 -0.0341
C -1.723 -0.227 -0.533 2.284 -3.096 1.663 -0.0503
H 2.233 3.260 1.066 -0.142 -0.897 -1.041 0.1262
H 0.945 3.043 -0.251 1.419 -0.275 0.747 0.0989
H 2.604 3.052 -0.708 0.995 0.335 -0.537 0.0818
H 0.377 -1.969 1.466 0.497 -0.208 0.577 0.1121
H -0.786 -3.753 0.541 0.227 -2.400 0.235 0.0785
H -2.648 -3.480 -1.188 0.216 0.557 0.004 0.1103
H -3.108 -0.856 -1.772 -1.326 -0.702 -1.417 0.0912
H -1.790 0.772 -0.645 -1.326 3.119 -1.311 0.0667

***

22
Properties=species:S:1:pos:R:3:forces:R:3:lowdin_charge:R:1 method="wB97M-V/def2-TZVPD" homo_energy_ev=-4.27 homo_lumo_gap_ev=7.796 multiplicity=1 total_charge=-1 smiles="Nc1cc2ccccc2n1[P@](=O)([O-])O"
N 3.063 0.821 -1.002 -3.001 -0.678 1.294 0.0773
C 1.626 0.704 -0.509 1.412 2.551 -2.010 -0.2571
C 0.718 1.774 -0.685 1.732 -3.772 1.245 -0.0168
C -0.540 1.359 -0.278 0.184 -1.765 0.171 -0.2198
C -1.782 1.959 -0.146 -1.075 4.263 0.367 -0.0774
C -2.856 1.336 0.487 0.340 0.270 0.430 -0.1445
C -2.608 0.036 0.871 -2.084 -2.739 0.741 -0.1560
C -1.433 -0.641 0.648 0.878 -1.108 -0.570 -0.0454
C -0.337 -0.005 0.087 -1.223 0.367 0.926 -0.1980
N 0.997 -0.414 -0.050 -1.146 0.188 0.073 -0.0024
P 1.562 -2.046 0.389 0.461 0.151 -0.470 0.2366
O 1.280 -2.338 1.795 -0.595 0.069 1.307 -0.3248
O 2.950 -2.149 -0.115 -0.235 0.279 -0.754 -0.3352
O 0.425 -2.881 -0.454 0.207 -0.303 0.129 -0.1867
H 3.500 -0.038 -0.679 0.236 -0.223 -0.271 0.0284
H 2.947 0.769 -2.012 0.340 -0.135 0.117 0.0627
H 0.938 2.629 -1.135 1.198 3.618 -1.599 0.0504
H -1.832 3.159 -0.330 0.045 -3.005 0.160 0.1424
H -3.823 1.751 0.858 1.033 0.203 -0.950 0.1007
H -3.454 -0.619 1.298 1.246 1.273 -0.554 0.1144
H -1.337 -1.714 0.749 -0.339 0.059 0.706 0.0878
H -0.005 -3.453 0.214 0.387 0.436 -0.486 0.0634

***

22
Properties=species:S:1:pos:R:3:forces:R:3:lowdin_charge:R:1 method="wB97M-V/def2-TZVPD" homo_energy_ev=-9.13 homo_lumo_gap_ev=8.374 multiplicity=1
C 1.448 -2.408 0.411 -0.978 1.781 1.294 -0.0348
C 1.760 -1.149 1.001 -4.022 -1.794 -2.795 -0.0984
C 0.251 -2.631 -0.314 2.437 -0.752 0.534 0.0612
C 1.025 0.005 0.693 0.434 -0.827 1.236 -0.1517
C -0.443 -1.475 -0.662 2.156 -0.748 1.023 -0.2493
C -0.080 -0.184 -0.128 -1.202 -2.674 -0.134 -0.1556
C -1.870 -0.178 -1.374 -1.561 -0.241 -0.670 -0.1361
C -1.277 1.966 -0.226 -0.012 -0.644 4.056 0.0238
N -1.512 -1.405 -1.455 -0.582 -0.865 -0.604 0.1409
N -1.135 0.536 -0.508 -0.130 3.568 0.352 -0.0392
O 2.701 -0.740 -1.429 0.399 1.592 0.374 -0.2538
O 3.710 0.663 0.337 3.222 -0.264 2.832 -0.2337
O 2.104 1.659 -1.027 -0.569 -0.232 -0.792 -0.2705
S 2.708 0.435 -0.583 -2.117 -0.093 -4.106 0.5279
H 2.177 -3.077 0.762 0.275 -1.827 -0.225 0.0951
H 2.537 -0.983 1.611 2.895 -0.074 2.078 0.0785
H -0.004 -3.691 -0.609 0.044 1.612 0.117 0.1431
H 1.305 0.787 1.364 -0.722 1.110 -0.037 0.1309
H -2.714 0.128 -1.959 -0.226 0.934 0.246 0.1378
H -2.301 2.322 -0.133 -0.127 -0.572 0.188 0.0939
H -0.673 2.307 0.741 -1.372 -1.137 -1.984 0.1501
H -0.867 2.462 -0.989 1.759 2.147 -2.982 0.0399

***

23
Properties=species:S:1:pos:R:3:forces:R:3:lowdin_charge:R:1 method="wB97M-V/def2-TZVPD" homo_energy_ev=-4.78 homo_lumo_gap_ev=8.230 multiplicity=1 total_charge=-1
C 0.697 0.458 -0.577 -2.521 -0.714 -0.302 -0.1445
C 0.231 -0.864 -0.590 1.985 -0.795 0.915 -0.3314
C -2.357 0.038 2.981 -0.726 0.627 1.720 -0.1659
C -0.254 1.541 -0.756 0.993 0.348 0.950 -0.4195
C -2.699 1.637 -1.036 -3.748 0.307 -0.994 -0.2706
C -1.400 -2.475 -0.856 -1.459 -1.206 0.456 -0.3954
C 2.420 1.134 1.144 -0.574 1.268 -0.804 -0.0891
C 2.091 0.817 -0.290 0.795 -0.454 -1.402 -0.2430
N -1.906 -0.371 2.012 1.228 -1.066 -3.107 0.0312
N -1.040 -1.222 -0.677 -1.659 0.735 -0.057 0.0320
N -1.637 1.285 -0.660 0.110 -0.058 -0.190 0.2070
O 1.133 -1.876 -0.350 1.224 1.734 0.188 0.0528
O 0.084 2.713 -0.807 0.151 0.119 -0.326 0.0509
O -3.854 1.840 -1.359 3.167 -0.317 0.835 0.0720
O -0.683 -3.480 -0.963 -0.021 -0.581 -0.184 -0.0597
H -2.539 -2.656 -0.828 1.290 0.437 -0.177 0.1301
H 3.456 0.955 1.229 1.541 0.690 0.446 0.0497
H 2.025 0.317 1.643 -1.235 -1.200 1.775 0.0470
H 2.050 2.129 1.497 0.432 -0.963 -0.169 0.0986
H 2.622 -0.128 -0.531 0.302 0.816 -0.119 0.1121
H 2.390 1.646 -0.951 0.127 -0.430 0.051 0.1142
H -1.569 -0.672 1.035 -0.596 0.423 1.117 0.0527
H 0.738 -2.767 -0.309 -0.807 0.277 -0.621 0.0688

***

20
Properties=species:S:1:pos:R:3:forces:R:3:lowdin_charge:R:1 method="wB97M-V/def2-TZVPD" homo_energy_ev=-9.22 homo_lumo_gap_ev=8.248 multiplicity=1
C 3.249 0.586 0.004 3.573 -3.111 -0.899 -0.0562
C 1.938 -0.053 -0.133 -0.408 0.324 -1.689 -0.3872
C -0.243 -1.425 -0.009 -0.041 4.209 0.522 -0.3147
C -1.395 -2.112 0.063 -2.997 -3.298 1.033 -0.0331
C -2.531 -1.380 -0.118 -3.342 -0.496 -0.562 -0.0971
C -1.598 0.639 -0.098 4.129 2.545 0.885 -0.3981
C -1.592 2.117 0.080 0.086 3.227 0.137 -0.0763
C -0.323 -0.014 -0.086 2.157 0.657 -0.751 -0.1073
H 3.361 1.613 -0.245 -0.379 0.842 0.465 0.0549
H 3.483 0.217 1.030 0.495 1.242 -0.327 0.0904
H 4.168 0.023 -0.634 -2.788 1.214 1.473 0.1476
H -1.302 -3.241 0.373 -0.667 2.284 -1.120 0.1641
H -3.575 -1.788 -0.282 1.638 -0.285 0.601 0.1239
H -0.467 2.696 -0.399 -4.144 -1.819 1.009 0.1615
H -2.726 2.368 -0.311 3.210 0.350 0.676 0.1187
H -1.535 2.506 1.219 -0.221 -1.349 -2.465 0.1042
N 2.016 -1.446 -0.171 -1.717 1.384 1.542 0.1124
N 0.884 -2.044 0.065 3.868 -2.360 -1.195 0.0877
N -2.670 0.005 -0.179 -1.594 -2.916 -0.134 0.1182
N 0.857 0.732 -0.169 -0.859 -2.643 0.798 0.1864

***

22
Properties=species:S:1:pos:R:3:forces:R:3:lowdin_charge:R:1 method="wB97M-V/def2-TZVPD" homo_energy_ev=-8.84 homo_lumo_gap_ev=7.769 multiplicity=1
H -0.011 -0.830 -2.588 -0.434 -0.095 -0.153 0.0928
N -0.304 -0.647 -1.630 0.234 -0.087 -0.938 0.1235
C -1.537 -0.837 -1.387 -0.207 0.001 -0.708 -0.1882
C -2.119 -0.818 -0.072 -0.086 -0.101 0.726 -0.0695
C -1.443 -1.179 1.045 -0.412 0.200 -0.251 -0.0819
C -0.036 -1.416 1.023 0.920 0.270 -0.329 -0.0162
C 0.822 -0.617 0.332 -1.032 -0.384 1.451 -0.1924
N 0.698 0.755 0.208 0.275 0.208 0.091 -0.0247
C 0.012 1.576 1.074 -0.145 0.561 0.422 -0.0538
C 0.192 2.844 0.616 -0.311 -0.438 0.354 -0.1369
N 0.948 2.826 -0.519 0.397 0.231 -0.599 0.0725
C 1.238 1.585 -0.742 0.018 0.147 -0.220 -0.1711
N 2.161 -1.142 0.088 0.463 -0.528 0.026 -0.3277
O 2.289 -2.347 0.157 0.085 -0.064 -0.061 0.0846
O 3.046 -0.361 -0.174 0.251 0.115 -0.061 0.1013
H -2.253 -1.095 -2.176 0.130 0.016 -0.019 0.1188
H -3.196 -0.727 -0.033 -0.045 -0.034 0.046 0.1026
H -1.990 -1.422 1.947 -0.107 -0.019 0.026 0.1124
H 0.344 -2.335 1.450 0.079 0.096 -0.011 0.1252
H -0.517 1.194 1.922 -0.009 -0.077 0.132 0.1137
H -0.164 3.767 1.027 -0.140 0.098 0.143 0.0940
H 1.818 1.227 -1.568 0.076 -0.117 -0.069 0.1208

***

24
Properties=species:S:1:pos:R:3:forces:R:3:lowdin_charge:R:1 method="wB97M-V/def2-TZVPD" homo_energy_ev=-9.55 homo_lumo_gap_ev=10.029 multiplicity=1 smiles="O=c1cc[nH]c(=O)[nH]1.O=c1cc[nH]c(=O)[nH]1"
O 1.662 -0.264 -1.246 0.467 1.760 -0.123 0.0940
C 1.166 -1.345 -1.324 -2.192 -0.896 -0.036 -0.4995
C -0.192 -1.672 -1.804 0.346 -2.128 0.281 0.0222
C -0.578 -3.000 -1.827 -0.643 1.878 -0.666 -0.0712
N 0.195 -4.029 -1.375 0.777 1.775 -0.131 0.1211
C 1.495 -3.753 -0.927 1.011 -2.772 0.867 -0.4623
O 2.232 -4.691 -0.602 -0.937 1.708 -0.469 0.0533
N 1.846 -2.431 -0.833 -0.243 -0.914 -0.260 0.2074
H -0.848 -0.876 -2.085 -0.196 0.100 -0.326 0.0991
H -1.544 -3.285 -2.278 0.524 0.152 0.517 0.1337
H -0.074 -4.981 -1.524 0.201 -0.294 0.096 0.1543
H 2.735 -2.168 -0.463 0.713 -0.430 0.253 0.1657
O -2.803 1.550 0.259 0.197 0.125 0.537 0.0734
C -1.836 1.979 0.857 -0.143 -0.884 0.280 -0.4782
C -1.790 2.711 2.129 -5.914 -2.696 -2.285 -0.0183
C -0.814 3.452 2.391 3.274 5.759 3.422 -0.1528
N 0.396 3.510 1.798 -0.332 0.045 1.336 0.1191
C 0.524 2.638 0.806 5.124 -1.635 -4.182 -0.4586
O 1.669 2.663 0.276 -2.847 -1.245 0.364 0.0186
N -0.562 1.806 0.371 2.166 -0.746 -1.074 0.2005
H -2.767 2.964 2.533 0.237 -0.248 0.175 0.1288
H -0.990 4.329 3.016 0.144 -0.507 0.659 0.1415
H 1.291 3.895 2.216 -1.888 -0.617 -0.968 0.2119
H -0.413 0.996 -0.362 0.155 2.709 1.734 0.1963

***

22
Properties=species:S:1:pos:R:3:forces:R:3:lowdin_charge:R:1 method="wB97M-V/def2-TZVPD" homo_energy_ev="-8.00 / -8.05" homo_lumo_gap_ev="7.157 / 7.317" multiplicity=1
C -4.479 2.026 0.996 1.725 0.873 -1.223 -0.1174
C -3.425 1.144 0.625 -0.683 0.791 2.052 -0.0289
C -5.424 0.356 0.061 -0.053 0.192 -0.356 -0.1367
C 1.480 -0.491 0.536 0.738 1.079 -0.203 -0.5851
C 1.172 -1.688 0.003 -2.510 0.553 -1.210 -0.4175
C -0.881 -0.851 0.179 -1.171 0.454 -0.948 -0.4255
C -3.429 -1.061 -0.283 1.741 -2.715 -0.610 -0.6371
C 2.900 0.039 0.799 -2.745 -0.052 0.453 -0.0814
N -5.667 1.539 0.540 -0.400 -1.822 -0.402 0.0569
N -0.255 -1.830 -0.311 1.211 0.347 1.601 0.0404
N -4.071 0.022 0.076 -0.414 2.754 1.034 -0.1514
N 2.004 -2.652 -0.516 -0.206 1.175 -0.131 0.1249
S -3.768 -2.512 -0.842 0.221 1.173 0.350 0.7444
S 0.073 0.550 0.757 -0.181 -1.840 -0.261 0.9494
H -4.611 3.118 1.270 1.308 -1.677 0.197 0.1227
H -2.386 0.914 0.959 -1.160 1.011 -0.476 0.0408
H -6.087 -0.306 -0.428 -0.726 -0.453 -0.211 0.1147
H 2.982 1.067 0.350 0.318 -1.117 0.496 0.0844
H 2.841 0.076 1.937 1.542 -0.066 -1.416 0.0982
H 3.454 -0.735 0.242 0.920 0.845 0.987 0.0616
H 2.949 -2.554 -0.253 0.906 -0.346 0.234 0.0645
H 1.642 -3.562 -0.557 -0.381 -1.157 0.042 0.0781

***

no.,E_tot (eV)
1,-13854.975
2,-19545.756
3,-31652.755
4,-26841.763
5,-28380.889
6,-21086.706
7,-14382.237
8,-18475.807
9,-22576.519
10,-36051.250